[1]
C48H39N4O4PtS2Se | ωB97M-V/def2-TZVPD

```
99
Properties=species:S:1:pos:R:3
Pt 0.0624 -0.2029 -0.1720
O 2.1196 0.1970 0.6902
N 2.9722 -0.7136 0.4503
N 2.7474 -1.5097 -0.5103
O 1.6931 -1.4235 -1.2888
C 3.6364 -2.5854 -0.7184
C 4.8754 -2.5977 -0.0846
C 5.7117 -3.6837 -0.2661
C 5.3221 -4.7477 -1.0696
C 4.0965 -4.7140 -1.7132
C 3.2504 -3.6322 -1.5444
H 5.1595 -1.7664 0.5409
H 6.6735 -3.7014 0.2231
H 5.9733 -5.6011 -1.1911
H 3.7920 -5.5337 -2.3462
H 2.2908 -3.5853 -2.0354
C -1.5184 -4.4826 -5.9372
C -1.6778 -3.5911 -4.7466
C -2.7621 -2.7233 -4.6540
C -2.8853 -1.8487 -3.5901
C -1.9097 -1.8407 -2.6103
C -0.8218 -2.6926 -2.6794
C -0.7141 -3.5722 -3.7414
S -2.0263 -0.6479 -1.2599
O -2.5656 0.5778 -1.8380
C -3.3794 -1.4462 -0.3613
C -4.6857 -0.9745 -0.5280
C -5.7155 -1.5864 0.1311
C -5.4765 -2.6731 1.0017
C -6.5164 -3.3161 1.7066
C -6.2471 -4.3433 2.5695
C -4.9256 -4.7644 2.7842
C -3.8952 -4.1723 2.1098
C -4.1456 -3.1305 1.1914
C -3.0995 -2.5032 0.4666
C -1.7157 -2.9816 0.6259
C -1.3007 -4.2149 0.0643
C -2.1549 -4.9791 -0.7585
C -1.7363 -6.1703 -1.2786
C -0.4522 -6.6548 -0.9861
C 0.4082 -5.9264 -0.2105
C 0.0177 -4.6788 0.3242
C 0.8845 -3.8880 1.1144
C 0.4807 -2.6773 1.6130
C -0.8265 -2.2233 1.3565
S -1.4011 -0.6291 2.0544
O -0.1788 0.0110 2.5592
C -2.2372 -1.3382 3.5084
C -1.5129 -1.9219 4.5288
C -2.1671 -2.3206 5.6813
C -3.5376 -2.1354 5.8245
C -4.2436 -2.5141 7.0892
C -4.2514 -1.5636 4.7739
C -3.6045 -1.1563 3.6220
H -2.4663 -4.6437 -6.4428
H -1.1007 -5.4454 -5.6550
H -0.8348 -4.0201 -6.6503
H -3.5131 -2.7230 -5.4293
H -3.7144 -1.1610 -3.5254
H -0.0526 -2.6395 -1.9221
H 0.1324 -4.2417 -3.8010
H -4.8451 -0.1361 -1.1869
H -6.7274 -1.2346 0.0038
H -7.5323 -2.9822 1.5561
H -7.0486 -4.8421 3.0924
H -4.7237 -5.5605 3.4853
H -2.8761 -4.4889 2.2764
H -3.1432 -4.6020 -0.9716
H -2.3951 -6.7448 -1.9111
H -0.1531 -7.6125 -1.3821
H 1.3983 -6.3020 0.0059
H 1.8792 -4.2537 1.3202
H 1.1190 -2.0596 2.2324
H -0.4445 -2.0358 4.4278
H -1.5970 -2.7634 6.4841
H -3.5432 -2.7685 7.8796
H -4.8979 -3.3685 6.9204
H -4.8639 -1.6902 7.4354
H -5.3162 -1.4149 4.8754
H -4.1517 -0.6803 2.8208
C 3.1065 3.0184 0.0665
N 2.7766 2.3862 -1.1781
C 1.5420 2.0915 -1.6103
Se -0.0715 2.3240 -0.7028
N 1.6324 1.5546 -2.8464
C 2.9551 1.4453 -3.2020
C 3.5838 0.9526 -4.3342
C 4.9670 0.9312 -4.3241
C 5.6974 1.4112 -3.2358
C 5.0778 1.9581 -2.1266
C 3.6902 1.9661 -2.1217
H 2.1982 3.1345 0.6576
H 3.5455 3.9990 -0.1248
H 3.8077 2.3966 0.6243
H 0.8372 1.2417 -3.3812
H 3.0195 0.6032 -5.1829
H 5.4963 0.5259 -5.1737
H 6.7741 1.3543 -3.2659
H 5.6474 2.3524 -1.3024
```

M	1074.0	g mol⁻¹
spin multiplicity	1
energy above the lowest of the compared OMol25 structures with the same formula, charge and spin	36.6	kcal/mol
HOMO (spin up / spin down)	-10.5 / -10.5	eV
total charge	+1

[2]
C48H40N5O3PSTm | ωB97M-V/def2-TZVPD

```
99
Properties=species:S:1:pos:R:3
Tm -0.7265 -0.6656 -0.3795
C -0.4200 -4.4264 -0.9962
C -1.5293 -3.9572 -0.0343
C -2.7136 -3.2756 -0.6906
C -3.7592 -4.0297 -1.2035
C -4.8243 -3.3706 -1.7681
C -4.8788 -1.9830 -1.7124
C -3.8084 -1.2914 -1.2548
N -2.7514 -1.9419 -0.7441
N 0.2420 -3.2848 -1.6576
C 1.7237 -3.3724 -1.5908
C 2.3595 -3.1339 -0.2827
C 3.5809 -2.5298 -0.2202
C 4.2431 -2.4721 0.9784
C 3.5948 -3.0008 2.1049
C 2.3169 -3.5405 1.9673
N 1.7165 -3.6436 0.7831
C -0.1599 -3.1747 -3.0246
C -0.0422 -1.7770 -3.5689
C -0.2491 -1.5507 -5.0370
C -0.4819 -0.3139 -5.5000
C -0.5345 0.8993 -4.6809
C -0.3065 0.4972 -3.2151
N 0.1029 -0.8122 -2.7381
H -0.8465 -5.0849 -1.7485
H 0.2943 -5.0356 -0.4293
H -1.0415 -3.3258 0.7400
H -1.9115 -4.8348 0.4665
H -3.7458 -5.0839 -1.0175
H -5.6399 -3.9718 -2.1254
H -5.7055 -1.4273 -2.1621
H -3.7990 -0.1887 -1.2266
H 2.0957 -2.7029 -2.3111
H 2.0441 -4.3647 -1.9445
H 4.0315 -2.1285 -1.1327
H 5.1662 -1.9736 1.1320
H 4.0970 -2.8896 3.0807
H 1.8457 -3.9027 2.8962
H -1.2189 -3.3770 -3.1682
H 0.3058 -3.9096 -3.7018
H -0.0610 -2.4071 -5.6749
H -0.7143 -0.1947 -6.5739
H 0.1869 1.6649 -5.0828
H 0.2274 1.1735 -2.6034
C -0.4002 3.4939 5.1564
C -1.2391 2.5012 4.6900
C -1.1420 2.1187 3.3415
C -0.3853 2.8524 2.4555
C 0.3685 3.9399 2.9336
C 0.4109 4.2274 4.2652
P -0.4059 2.1777 0.7104
C 1.3125 2.6574 0.0724
C 2.4320 2.2284 0.7916
C 3.7277 2.7183 0.5492
C 3.8778 3.5432 -0.5729
C 2.8110 3.9047 -1.3912
C 1.5165 3.4902 -1.0261
C -1.5227 3.2828 -0.2753
C -1.7991 4.5785 -0.1039
C -2.3810 5.3226 -1.1888
C -2.5841 4.7908 -2.4102
C -2.1970 3.4119 -2.7012
C -2.2127 2.8842 -3.9449
C -1.9692 1.3996 -4.1981
C -1.8031 0.6176 -2.9092
C -1.8045 1.1977 -1.5238
C -1.8379 2.5914 -1.5200
H -0.3418 3.7277 6.2479
H -1.9093 1.9820 5.3218
H -1.7330 1.2538 2.9921
H 0.9139 4.6263 2.2766
H 0.9286 5.1051 4.6119
H 2.3005 1.5155 1.5938
H 4.5320 2.3449 1.1579
H 4.8835 3.8909 -0.8321
H 2.9607 4.6076 -2.1917
H 0.7017 3.8633 -1.5871
H -1.5139 5.0063 0.8243
H -2.6492 6.3307 -0.9587
H -2.9979 5.4335 -3.1350
H -2.5318 3.4307 -4.8356
H -2.7987 1.0671 -4.8229
H -2.3017 -0.3588 -2.9909
O 1.3194 -0.3758 0.7721
C 0.7659 -0.6802 1.8380
N -0.5452 -1.1005 1.9034
S -0.7882 -1.6819 3.4346
O -0.6659 -3.1130 3.4913
O -1.9474 -1.0563 3.9774
C 0.6565 -1.0467 4.1318
C 1.1067 -1.1535 5.4313
C 2.3816 -0.6869 5.6705
C 3.2036 -0.2372 4.6224
C 2.7558 -0.1395 3.3491
C 1.4654 -0.5790 3.1366
H 0.4115 -1.4983 6.2547
H 2.7608 -0.6562 6.6870
H 4.1948 0.1327 4.9016
H 3.4027 0.2318 2.5793
```

M	966.9	g mol⁻¹
spin multiplicity	3
<S²>	2.002
energy above the lowest of the compared OMol25 structures with the same formula, charge and spin	0.0	kcal/mol
HOMO (spin up / spin down)	-9.2 / -9.2	eV
total charge	+1